[1]
{"formula": "C5H9IN", "method": "the ωB97M-V functional and the def2-TZVPD basis", "species": ["C", "C", "C", "C", "C", "N", "I", "H", "H", "H", "H", "H", "H", "H", "H", "H"], "coordinates": [[0.8188, -0.1308, -0.4179], [-0.1024, 1.0286, -0.5675], [2.1616, -0.4812, -0.1483], [-0.6242, 1.8426, 0.6646], [-1.7724, -1.6763, -0.1384], [-0.4484, -0.4107, -0.5079], [-0.6155, -3.3780, 0.3389], [-0.2038, 1.6365, -1.4362], [2.8527, 0.1878, -0.8591], [2.5407, -1.5662, -0.2223], [2.4247, -0.0716, 0.8792], [-0.7396, 2.8839, 0.4616], [0.0164, 1.6816, 1.4273], [-1.6284, 1.3448, 0.8171], [-2.2254, -1.1643, 0.7138], [-2.4549, -1.7267, -1.0048]], "atomic_forces_ev_per_a": [[-4.074, 0.091, -0.203], [-0.782, 1.123, 1.908], [4.160, -0.045, -0.351], [-2.063, -1.986, -3.225], [2.049, 1.494, -0.217], [0.589, -1.329, -0.162], [-0.680, 0.471, -0.192], [0.076, -0.493, -1.298], [-1.501, -1.449, 1.407], [-1.119, 1.672, 0.118], [-0.393, -0.486, -1.009], [-0.081, 0.587, -0.210], [1.718, -0.386, 2.951], [0.958, 0.963, 0.407], [0.260, -0.297, -0.124], [0.883, 0.068, 0.202]], "lowdin_charge": [-0.206, -0.171, -0.013, 0.005, -0.439, 0.075, 0.901, 0.129, 0.160, 0.118, 0.136, 0.079, 0.036, 0.106, 0.031, 0.053], "homo_energy_ev": -13.99, "total_charge": 1, "energy_ha": -547.9679}

[2]
{"formula": "C36H45BaClIN9O5", "method": "the ωB97M-V functional and the def2-TZVPD basis", "species": ["Ba", "C", "C", "N", "C", "C", "N", "C", "C", "C", "N", "C", "C", "N", "C", "H", "H", "H", "H", "H", "H", "H", "H", "H", "H", "H", "H", "H", "H", "H", "H", "H", "H", "H", "H", "H", "H", "H", "H", "C", "C", "C", "C", "C", "C", "N", "N", "C", "C", "C", "C", "C", "N", "H", "H", "H", "H", "H", "H", "H", "H", "H", "O", "C", "O", "C", "C", "C", "C", "C", "N", "H", "H", "H", "H", "Cl", "C", "C", "C", "C", "C", "C", "C", "O", "O", "H", "H", "H", "H", "N", "C", "O", "C", "I", "H", "H", "H", "H"], "coordinates": [[0.2630, 0.2925, -0.1288], [-3.2494, -0.3449, 2.9191], [-3.6689, 0.5433, 1.7518], [-2.5768, 1.3406, 1.2045], [-2.4112, 2.5983, 1.9250], [-1.3621, 3.4790, 1.2685], [-0.0162, 2.9122, 1.2942], [0.7641, 3.2421, 2.4874], [0.6666, 2.2293, 3.6359], [1.7741, 1.1799, 3.6489], [1.6053, 0.0900, 2.6798], [1.2255, -1.1847, 3.2844], [-0.2654, -1.2931, 3.5545], [-1.0190, -1.3274, 2.3069], [-2.4452, -1.5805, 2.5200], [-4.1588, -0.6860, 3.4222], [-2.6993, 0.2431, 3.6594], [-4.4977, 1.1916, 2.0776], [-4.0693, -0.0957, 0.9604], [-2.7487, 1.5692, 0.2295], [-2.1442, 2.3839, 2.9622], [-3.3577, 3.1633, 1.9624], [-1.3840, 4.4682, 1.7493], [-1.6405, 3.6113, 0.2216], [0.4907, 3.2453, 0.4814], [0.4707, 4.2348, 2.8578], [1.8110, 3.3214, 2.1817], [-0.3033, 1.7307, 3.6064], [0.7165, 2.7741, 4.5837], [1.8611, 0.7594, 4.6598], [2.7250, 1.6790, 3.4420], [2.4778, -0.0630, 2.1899], [1.7709, -1.3578, 4.2233], [1.5229, -1.9886, 2.5996], [-0.5965, -0.4394, 4.1508], [-0.4524, -2.1926, 4.1630], [-0.6460, -2.0891, 1.7457], [-2.5814, -2.3577, 3.2884], [-2.8608, -1.9801, 1.5919], [3.5823, -5.2908, 1.2562], [3.7274, -4.0587, 0.6374], [2.6129, -3.3962, 0.1439], [1.3643, -3.9818, 0.2684], [1.2046, -5.2175, 0.8919], [2.3217, -5.8666, 1.3850], [0.2691, -3.2115, -0.2242], [-0.7488, -3.8834, -0.4380], [-1.9046, -3.1430, -0.8595], [-3.0033, -3.9115, -1.2099], [-4.1496, -3.2510, -1.6273], [-4.1378, -1.8667, -1.6745], [-2.9836, -1.1960, -1.2857], [-1.8889, -1.8197, -0.8694], [4.4499, -5.8027, 1.6526], [4.7006, -3.5959, 0.5473], [2.7216, -2.4312, -0.3262], [0.2159, -5.6419, 0.9931], [2.2119, -6.8221, 1.8813], [-2.9369, -4.9886, -1.1599], [-5.0305, -3.8093, -1.9147], [-4.9997, -1.3052, -2.0069], [-2.9390, -0.1150, -1.3155], [4.0010, 2.6161, -1.6921], [2.9472, 1.9998, -1.5593], [2.2043, 1.9880, -0.5170], [2.4984, 1.1289, -2.7321], [2.7111, 1.5822, -4.0276], [2.3179, 0.7794, -5.0835], [1.7493, -0.4565, -4.8099], [1.5805, -0.8217, -3.4871], [1.9362, -0.0519, -2.4624], [3.1830, 2.5430, -4.1739], [2.4513, 1.1098, -6.1058], [1.4231, -1.1171, -5.6009], [1.1156, -1.7680, -3.2316], [-4.7966, 4.8164, -6.4498], [-3.8515, 3.8540, -5.3486], [-3.5464, 4.3613, -4.0962], [-2.7970, 3.5863, -3.2251], [-2.3567, 2.3224, -3.5984], [-2.6714, 1.8374, -4.8624], [-3.4213, 2.5979, -5.7449], [-1.5544, 1.4657, -2.6428], [-1.1644, 0.3506, -3.0272], [-1.3482, 1.9388, -1.4831], [-3.8913, 5.3467, -3.8149], [-2.5400, 3.9566, -2.2418], [-2.3157, 0.8534, -5.1379], [-3.6721, 2.2292, -6.7300], [4.4460, 1.4517, 1.0536], [4.5920, 0.1238, 1.0220], [3.6855, -0.6486, 0.7099], [5.9266, -0.4236, 1.4699], [5.7124, -1.1766, 3.4571], [3.6155, 1.8442, 0.5914], [5.2569, 2.0402, 1.1313], [6.7216, 0.3142, 1.4945], [6.2018, -1.2695, 0.8493]], "atomic_forces_ev_per_a": [[-0.395, -0.247, 0.361], [-0.013, -0.008, 0.006], [0.009, 0.001, -0.017], [0.000, 0.045, -0.040], [0.005, 0.004, -0.004], [0.000, -0.005, -0.009], [0.075, -0.060, -0.119], [0.018, 0.002, -0.020], [-0.016, 0.006, 0.007], [0.001, -0.032, -0.011], [0.029, -0.008, -0.071], [-0.038, 0.013, -0.042], [0.079, -0.017, 0.009], [0.038, -0.077, -0.144], [-0.015, 0.016, 0.014], [0.003, -0.001, 0.004], [0.010, -0.001, -0.002], [-0.001, -0.012, 0.002], [0.010, -0.004, -0.012], [0.017, -0.016, -0.006], [0.008, 0.009, 0.000], [0.011, -0.005, -0.002], [-0.006, -0.011, 0.004], [-0.001, 0.002, 0.009], [0.047, -0.012, 0.001], [-0.002, -0.011, 0.004], [-0.005, 0.002, 0.001], [-0.005, 0.000, 0.011], [0.003, 0.003, -0.007], [-0.017, -0.001, -0.002], [0.004, -0.004, 0.016], [-0.008, 0.008, -0.028], [-0.013, -0.013, 0.005], [-0.003, 0.026, 0.006], [-0.004, 0.013, -0.004], [0.004, 0.004, -0.003], [-0.051, -0.020, 0.059], [0.004, 0.014, 0.001], [0.000, -0.004, 0.006], [0.056, 0.038, -0.008], [-0.031, -0.020, -0.005], [0.137, -0.088, 0.046], [0.013, 0.104, -0.051], [0.065, -0.014, 0.031], [-0.059, -0.012, 0.000], [-0.222, -0.069, 0.001], [-0.151, 0.065, 0.023], [0.228, -0.161, 0.082], [-0.053, 0.072, -0.075], [0.058, 0.025, 0.011], [0.023, -0.031, 0.007], [-0.126, -0.044, -0.027], [0.112, 0.223, -0.036], [-0.002, 0.002, 0.001], [0.014, -0.018, 0.012], [-0.053, 0.086, -0.024], [0.000, -0.003, 0.003], [0.004, 0.000, 0.000], [0.008, -0.007, 0.009], [-0.007, 0.006, -0.007], [-0.005, -0.001, 0.007], [-0.013, -0.024, 0.032], [-0.089, 0.052, -0.013], [0.132, -0.042, -0.198], [0.001, -0.013, -0.026], [0.107, 0.159, 0.035], [0.013, -0.091, -0.007], [-0.031, -0.031, 0.020], [0.039, 0.055, 0.004], [-0.077, -0.136, -0.063], [-0.033, 0.219, 0.133], [0.007, -0.007, 0.001], [0.003, 0.000, -0.002], [0.004, -0.003, 0.000], [-0.002, -0.001, -0.021], [-0.004, 0.005, -0.005], [-0.006, 0.009, 0.002], [-0.003, -0.007, -0.023], [0.007, -0.011, 0.015], [0.004, -0.030, 0.000], [0.011, -0.014, 0.015], [-0.004, 0.008, -0.008], [0.132, 0.006, -0.164], [0.067, -0.040, 0.059], [-0.140, 0.133, 0.188], [-0.001, 0.001, -0.002], [0.001, 0.000, 0.002], [0.002, 0.001, 0.002], [0.000, 0.001, -0.001], [0.066, 0.010, 0.062], [-0.086, -0.035, -0.014], [0.113, 0.070, -0.004], [0.014, -0.030, -0.003], [-0.005, -0.003, -0.004], [-0.036, 0.014, 0.011], [0.000, 0.007, -0.007], [0.004, 0.004, 0.000], [0.008, 0.009, 0.003]], "lowdin_charge": [1.801, -0.166, -0.227, -0.078, -0.219, -0.214, -0.128, -0.205, -0.164, -0.216, -0.095, -0.217, -0.220, -0.101, -0.222, 0.112, 0.100, 0.113, 0.101, 0.072, 0.101, 0.120, 0.116, 0.098, 0.076, 0.110, 0.114, 0.083, 0.112, 0.113, 0.108, 0.034, 0.114, 0.113, 0.108, 0.121, 0.056, 0.113, 0.099, -0.075, -0.065, -0.030, -0.263, -0.030, -0.079, 0.058, 0.087, -0.322, -0.005, -0.049, -0.032, -0.143, 0.077, 0.105, 0.100, 0.087, 0.103, 0.103, 0.112, 0.110, 0.113, 0.090, 0.036, -0.636, -0.285, -0.201, 0.002, -0.050, -0.057, -0.156, 0.013, 0.119, 0.107, 0.104, 0.108, 0.647, -0.671, -0.103, -0.016, -0.127, -0.015, -0.103, -0.668, -0.047, -0.240, 0.103, 0.108, 0.116, 0.102, 0.206, -0.671, -0.047, -0.537, 0.795, 0.066, 0.118, 0.044, 0.047], "homo_energy_ev": -8.68, "total_charge": 0, "energy_ha": -3051.4170}

Which frontier orbital gap belongs to each record? In order, 0.355 0.283 hartree.